Density functional theory data (ωB97M-V/def2-TZVPD) for a structure of composition C29H59F5N3OSbSi6TeTi.

## Properties
2S+1	1
relative energy (zero: lowest compared OMol25 entry of this formula, charge and spin)	378.1	kJ/mol
LUMO level	-1.5	eV
net charge	0
total energy	-4974.21289	a.u.
HOMO	-0.26919	Eh

Geometry as XYZ:
```
106
Properties=species:S:1:pos:R:3:forces:R:3:mulliken_charge:R:1
Ti 0.337930 -1.043801 0.470162 0.20 -1.16 0.44 -0.51
C -2.067769 -1.367283 -2.813016 0.06 0.04 -0.19 -1.47
Si -0.468906 -2.316977 -2.317261 0.28 0.01 -0.04 1.73
C -0.447665 -3.765947 -3.522765 -0.08 0.03 -0.02 -1.42
C 0.810569 -1.062827 -3.000235 0.00 -0.09 0.00 -1.36
C 0.132502 -2.948028 -0.603410 -0.46 -0.12 0.19 0.56
Si -0.676187 -4.119042 0.773613 0.54 0.05 -0.14 0.91
C -0.576126 -3.462861 2.555170 -0.11 -0.04 0.00 -1.25
C 0.203674 -5.788340 0.898459 0.06 0.03 0.19 -1.60
C -2.440415 -4.811851 0.827912 -0.03 -0.17 -0.32 -1.65
Si 1.803283 -3.724762 -0.956329 0.00 -0.01 0.13 0.03
C 3.050915 -2.965644 -2.158335 0.05 0.11 0.07 -1.39
C 1.869262 -5.515966 -1.554647 0.01 0.01 -0.11 -1.61
C 2.736368 -3.498898 0.693536 -0.02 -0.06 -0.02 -0.31
C 3.909990 -4.170522 1.042337 -0.05 -0.06 -0.02 -0.57
C 4.538319 -3.899395 2.241920 -0.01 0.03 0.04 -0.62
C 3.965632 -2.962473 3.093823 0.02 -0.05 -0.02 -1.29
C 2.808234 -2.332718 2.684839 -0.06 0.02 0.01 -0.50
N 2.209533 -2.569813 1.511474 0.27 0.27 -0.04 0.97
H -2.535744 -2.001624 -3.569716 -0.03 0.06 0.02 0.32
H -1.731065 -0.435705 -3.266101 -0.03 0.03 -0.06 0.33
H -2.913082 -1.044285 -2.196600 0.07 0.16 -0.15 0.43
H -0.762141 -3.439870 -4.517952 0.00 -0.01 0.00 0.44
H -1.130758 -4.552006 -3.192786 0.00 0.00 -0.01 0.29
H 0.549733 -4.199744 -3.628157 0.00 -0.02 0.02 0.40
H 1.275627 -1.414728 -3.923524 0.00 -0.02 -0.02 0.38
H 1.613057 -0.811953 -2.307370 0.03 -0.02 0.01 0.09
H 0.302991 -0.124606 -3.218963 0.00 0.01 0.02 0.42
H -0.452027 -4.363277 3.166347 -0.05 0.00 -0.01 0.47
H -1.524822 -3.003074 2.834928 0.01 0.03 0.00 0.35
H 0.211944 -2.776826 2.830751 0.04 0.01 -0.01 0.14
H -0.280792 -6.302869 1.732722 -0.01 0.02 0.00 0.49
H 1.263573 -5.715479 1.145731 0.00 -0.03 0.00 0.41
H 0.090748 -6.415582 0.018954 -0.04 -0.02 0.01 0.39
H -3.365957 -4.252205 0.754805 -0.02 0.10 0.04 0.71
H -2.455284 -5.260341 1.826335 0.02 -0.04 -0.03 0.39
H -2.517942 -5.610476 0.087849 -0.04 0.02 -0.03 0.33
H 2.687458 -2.926901 -3.182191 0.00 -0.02 -0.05 0.39
H 3.899799 -3.657246 -2.139285 -0.01 0.01 0.04 0.45
H 3.439433 -1.982089 -1.896492 -0.04 0.03 -0.02 0.36
H 2.506967 -5.564727 -2.439764 -0.01 0.01 -0.01 0.53
H 0.883082 -5.873245 -1.845562 0.00 -0.03 0.00 0.35
H 2.272059 -6.208466 -0.816012 0.00 0.01 0.01 0.51
H 4.317145 -4.910800 0.363951 0.00 0.00 0.00 0.52
H 5.450793 -4.411533 2.519492 0.00 0.00 0.00 0.46
H 4.402120 -2.729362 4.055266 -0.01 0.00 0.00 0.49
H 2.320853 -1.614450 3.336136 0.01 0.02 -0.02 0.62
F -4.850238 -2.237911 -0.538898 -0.06 0.09 0.02 -0.37
Te -3.072520 -1.881315 -0.127624 -0.31 -0.16 0.48 1.85
F -3.705139 -0.093370 -0.106187 0.07 0.26 -0.24 -0.60
F -0.692623 -0.745042 1.924899 0.02 -0.01 0.35 -0.75
F -3.653959 -2.031847 1.673896 -0.06 -0.28 0.10 -0.41
F -2.950140 -3.380391 -1.469955 -0.13 -0.16 0.24 -0.57
O -0.450979 -0.192010 -0.622223 -0.36 0.61 -1.09 1.02
N 6.538688 1.804128 3.280062 0.08 0.03 0.05 -0.47
C 5.557719 1.500640 2.769279 -0.34 -0.11 -0.19 -0.39
C 4.321632 1.099892 2.124064 0.65 0.20 0.30 0.53
C 4.357558 0.593937 0.831254 -0.43 -0.10 -0.17 -0.97
C 3.156372 0.192405 0.271059 0.36 0.23 0.05 -0.20
N 1.997129 0.283141 0.925556 0.17 -0.28 0.08 1.62
C 1.969667 0.788554 2.157971 0.19 0.52 0.22 -0.73
C 3.121902 1.220417 2.803904 -0.42 -0.06 -0.26 -0.84
H 5.280422 0.507794 0.278237 0.03 0.01 0.02 0.67
H 3.122889 -0.206594 -0.734407 -0.03 -0.05 0.01 0.19
H 0.994722 0.867834 2.624814 0.00 -0.10 0.01 0.49
H 3.069727 1.634743 3.799498 0.03 -0.01 0.01 0.58
C -3.369594 5.115735 -1.723196 -0.02 -0.04 0.05 -1.23
Si -2.662773 3.377211 -1.899750 -0.07 0.24 -0.12 1.00
C -1.533453 3.335352 -3.417886 -0.02 -0.03 0.01 -1.12
C -4.136101 2.246310 -2.184043 0.03 -0.01 0.00 -1.09
Sb -1.296207 2.753586 0.163446 0.14 -0.22 -0.14 -1.59
Si 0.652044 4.338967 -0.278113 0.05 0.21 0.11 0.83
C 1.487507 4.752025 1.373593 -0.03 -0.03 -0.07 -0.99
C 0.209291 5.978336 -1.088252 -0.05 -0.04 0.02 -1.14
C 1.912874 3.445949 -1.366933 0.02 0.07 0.07 -0.67
Si -2.664391 3.863158 1.972881 0.00 0.27 0.20 0.72
C -1.764491 3.394747 3.560032 -0.10 -0.03 -0.01 -1.04
C -4.372622 3.075139 1.924018 0.04 0.02 0.05 -0.96
C -2.787826 5.741666 1.929979 0.02 -0.05 -0.04 -1.05
H -3.729594 5.483530 -2.688839 0.00 -0.03 -0.01 0.43
H -2.641946 5.826659 -1.332760 0.00 0.02 -0.03 0.25
H -4.224719 5.094308 -1.042083 0.02 0.02 0.02 0.32
H -1.855865 2.553727 -4.109717 0.01 -0.01 0.01 0.45
H -0.491433 3.140620 -3.167375 0.02 0.01 -0.01 0.08
H -1.577101 4.287022 -3.952561 0.01 0.00 0.00 0.38
H -4.954706 2.843849 -2.594419 0.00 -0.02 -0.03 0.43
H -4.486949 1.769612 -1.270875 -0.03 0.02 0.01 0.16
H -3.905727 1.457540 -2.902912 0.03 -0.04 0.05 0.29
H 0.759994 4.766457 2.186716 0.03 0.04 0.02 0.14
H 1.956122 5.738238 1.330004 0.01 0.00 -0.02 0.42
H 2.268418 4.031528 1.630655 -0.05 -0.05 0.00 0.15
H -0.511635 6.512546 -0.465017 -0.02 0.02 -0.05 0.23
H -0.230607 5.838572 -2.077680 -0.04 0.00 0.02 0.29
H 1.090164 6.617230 -1.198648 0.04 -0.06 0.01 0.42
H 2.482151 2.721103 -0.780494 -0.06 -0.04 0.02 -0.09
H 2.628766 4.162409 -1.780029 -0.01 0.01 0.00 0.46
H 1.451531 2.913133 -2.198282 0.00 -0.02 -0.01 0.14
H -1.725456 2.308489 3.669947 0.02 0.00 0.00 0.24
H -2.264175 3.809694 4.439532 -0.01 0.00 -0.01 0.41
H -0.741208 3.776676 3.544716 0.01 -0.02 0.03 0.25
H -4.729968 2.867693 2.935832 0.00 0.03 0.00 0.42
H -4.360775 2.128436 1.380433 -0.02 0.00 0.01 0.11
H -5.095849 3.741223 1.449237 0.01 -0.03 -0.07 0.30
H -1.787868 6.175442 1.850510 -0.01 0.04 -0.01 0.20
H -3.250674 6.139729 2.837293 -0.01 -0.07 0.01 0.40
H -3.374886 6.081970 1.075809 0.04 0.02 -0.01 0.29
```
Positions in Å, forces in eV/Å.